i | Computed, not measured: the molecule C4H3N, with ωB97M-V/def2-TZVPD.

Geometry as XYZ:
```
8
C4H3N | the OMol25 dataset | ωB97M-V/def2-TZVPD
C 0.204 1.042 -0.272
C 0.328 -0.439 -0.190
C 0.862 -1.587 -0.451
C -0.558 -1.361 0.570
N -1.370 -1.884 1.228
H 0.996 1.428 -0.921
H 0.306 1.484 0.723
H -0.769 1.317 -0.688
```

## Properties
Kohn-Sham gap: 0.3615 Eh
multiplicity: 1
HOMO level: -0.39164 Eh

=====

ii | Computed, not measured: the molecule C4H3N, with ωB97M-V/def2-TZVPD.

Geometry as XYZ:
```
8
C4H3N | the OMol25 dataset | ωB97M-V/def2-TZVPD
C -0.925 0.018 -0.114
C 0.549 0.371 -0.175
C 0.951 1.609 -0.384
C 1.572 -0.620 -0.014
N 2.401 -1.420 0.114
H -1.539 0.903 -0.293
H -1.167 -0.387 0.873
H -1.155 -0.731 -0.876
```

## Properties
Kohn-Sham gap: 0.3449 Eh
multiplicity: 1
HOMO level: -0.39651 Eh

=====

Stability ranking, top entry: ii; the second entry is 0.0051 hartree less favorable.

=====

i | Computed, not measured: the molecule C4H3N, with ωB97M-V/def2-TZVPD.

Geometry as XYZ:
```
8
C4H3N | the OMol25 dataset | ωB97M-V/def2-TZVPD
C 1.674 0.902 -0.079
C 0.481 0.901 -0.235
C -0.931 -0.845 0.158
C -2.011 0.076 -0.289
N -0.816 0.633 -0.316
H 2.726 0.868 0.069
H -0.676 -0.982 1.213
H -0.447 -1.554 -0.521
```

## Properties
Kohn-Sham gap: 0.3297 Eh
multiplicity: 1
HOMO level: -0.32085 Eh

=====

ii | Computed, not measured: the molecule C4H3N, with ωB97M-V/def2-TZVPD.

Geometry as XYZ:
```
8
C4H3N | the OMol25 dataset | ωB97M-V/def2-TZVPD
C -1.051 -1.579 -0.221
C -0.244 -0.871 0.337
N 0.693 -0.234 1.120
C 1.282 0.989 0.978
C 0.570 1.256 -0.187
H -1.759 -2.224 -0.692
H -0.420 1.718 -0.166
H 0.930 0.945 -1.169
```

## Properties
Kohn-Sham gap (alpha / beta): 0.2702 / 0.2702 Eh
multiplicity: 1
HOMO level (alpha / beta): -0.31493 / -0.31499 Eh
SMILES: C#CN=C=C

=====

iii | Computed, not measured: a cluster of 2 separate species, C4H3N in total, with ωB97M-V/def2-TZVPD.

Geometry as XYZ:
```
8
C4H3N | the OMol25 dataset | ωB97M-V/def2-TZVPD
C -0.736 -2.094 0.618
C 0.114 -0.123 -0.948
C 0.917 -0.175 0.064
C -0.411 -0.755 0.328
N -0.897 -3.207 0.910
H -0.125 0.155 -2.037
H 1.793 -0.035 0.511
H -1.321 0.336 1.528
```

## Properties
Kohn-Sham gap: 0.3459 Eh
multiplicity: 1
HOMO level: -0.34925 Eh

=====

Stability ranking, top entry: iii; the second entry is 0.0242 hartree less favorable.

=====

i | Computed, not measured: the molecule C3H8S2Si, with ωB97M-V/def2-TZVPD.

Geometry as XYZ:
```
14
C3H8S2Si | the OMol25 dataset | ωB97M-V/def2-TZVPD
Si 2.543 -0.008 -0.214
C 0.724 0.136 0.405
S -0.227 1.337 -0.664
C -1.859 0.727 0.052
C -1.807 -0.805 -0.188
S -0.240 -1.468 0.403
H 3.418 -0.889 0.834
H 2.853 1.346 -0.179
H 2.705 -0.625 -1.604
H 0.627 0.523 1.543
H -2.526 1.329 -0.561
H -1.775 0.901 1.041
H -2.673 -1.388 0.436
H -1.762 -1.116 -1.304
```

## Properties
Kohn-Sham gap: 0.3423 Eh
multiplicity: 1
HOMO level: -0.31556 Eh
SMILES: [SiH3]C1SCCS1

=====

ii | Computed, not measured: a cluster of 2 separate species, C3H8S2Si in total, with ωB97M-V/def2-TZVPD.

Geometry as XYZ:
```
14
C3H8S2Si | the OMol25 dataset | ωB97M-V/def2-TZVPD
C -1.554 1.813 -0.975
C -1.035 2.007 0.195
C -0.785 -2.385 -0.566
Si 0.706 -2.406 0.723
S -2.784 -1.082 1.256
S -2.187 -1.568 -0.553
H -2.185 0.932 -1.209
H -1.558 2.614 -1.699
H -0.743 2.967 0.577
H -1.205 1.113 0.867
H -0.394 -2.450 -1.571
H 0.741 -3.426 1.833
H 0.701 -0.931 0.930
H 1.887 -2.758 -0.313
```

## Properties
Kohn-Sham gap (alpha / beta): 0.2838 / 0.2837 Eh
multiplicity: 1
HOMO level (alpha / beta): -0.32424 / -0.32421 Eh

=====

Stability ranking, top entry: i; the second entry is 0.0556 hartree less favorable.

=====

i | Computed, not measured: the molecule CH3N3S2, with ωB97M-V/def2-TZVPD.

Geometry as XYZ:
```
9
CH3N3S2 | the OMol25 dataset | ωB97M-V/def2-TZVPD
N -1.603 0.158 0.727
N -0.586 -0.270 -0.241
N 0.096 0.688 -0.671
C 1.322 0.660 -0.889
S 2.314 -0.615 -0.104
S 0.702 -1.692 0.530
H -2.488 -0.164 0.375
H -1.498 -0.241 1.639
H 1.740 1.477 -1.366
```

## Properties
Kohn-Sham gap: 0.2816 Eh
multiplicity: 1
HOMO level: -0.28616 Eh
SMILES: NN1N=CSS1

=====

ii | Computed, not measured: a cluster of 2 separate species, CH3N3S2 in total, with ωB97M-V/def2-TZVPD.

Geometry as XYZ:
```
9
CH3N3S2 | the OMol25 dataset | ωB97M-V/def2-TZVPD
C -0.554 1.287 0.012
N 0.584 -1.770 0.184
N 1.371 -0.973 0.121
N 2.227 -0.167 0.244
S -2.149 1.163 0.197
S -2.568 -0.842 -0.284
H -0.241 2.300 0.260
H 2.638 0.304 -0.544
H -1.308 -1.300 -0.190
```

## Properties
Kohn-Sham gap: 0.3228 Eh
multiplicity: 1
HOMO level: -0.32948 Eh

=====

Stability ranking, top entry: i; the second entry is 0.0557 hartree less favorable.

=====

i | Computed, not measured: a structure of composition C15H21AsN4NiOSe4, with ωB97M-V/def2-TZVPD.

Geometry as XYZ:
```
47
C15H21AsN4NiOSe4 | the OMol25 dataset | ωB97M-V/def2-TZVPD
Ni -0.875 -1.456 0.069
Se -2.815 -1.677 -1.403
Se -4.524 -1.033 -0.086
Se -4.725 -4.641 -0.328
Se -3.247 -4.053 -1.852
N 2.842 -3.141 -0.824
C 3.325 -1.937 -1.286
C 2.258 -1.092 -1.273
N 1.135 -1.750 -0.826
C 1.523 -2.976 -0.559
C 0.594 -3.917 0.034
N -0.503 -3.470 0.594
C -1.183 -4.577 1.042
C -0.470 -5.701 0.761
N 0.669 -5.267 0.119
H 3.389 -3.968 -0.662
H 4.356 -1.793 -1.565
H 2.228 -0.058 -1.580
H -2.149 -4.506 1.515
H -0.676 -6.743 0.938
H 1.349 -5.860 -0.319
C -2.134 2.034 0.690
As -0.703 0.923 -0.003
C -0.596 1.684 -1.791
C 0.850 1.745 0.917
C 1.073 3.200 0.631
C 0.485 4.187 1.422
C 0.656 5.534 1.128
C 1.425 5.919 0.037
C 2.028 4.947 -0.752
C 1.852 3.603 -0.456
H -1.884 3.088 0.571
H -2.309 1.808 1.740
H -3.037 1.798 0.132
H -0.436 2.760 -1.754
H -1.547 1.469 -2.277
H 0.199 1.212 -2.370
H 1.719 1.147 0.644
H 0.651 1.572 1.974
H -0.108 3.894 2.282
H 0.189 6.285 1.754
H 1.557 6.969 -0.195
H 2.638 5.237 -1.601
H 2.329 2.848 -1.074
O -2.095 -1.239 1.984
H -2.378 -2.100 2.311
H -2.921 -0.908 1.547
```

## Properties
⟨S²⟩: 2.0156
Kohn-Sham gap (alpha / beta): 0.2238 / 0.1876 Eh
multiplicity: 3
HOMO level (alpha / beta): -0.23012 / -0.22605 Eh

=====

ii | Computed, not measured: a structure of composition C15H21AsN4NiOSe4, with ωB97M-V/def2-TZVPD.

Geometry as XYZ:
```
47
C15H21AsN4NiOSe4 | the OMol25 dataset | ωB97M-V/def2-TZVPD
Ni 1.547 0.538 0.831
Se 3.215 2.321 -0.104
Se 3.405 3.732 1.656
Se 1.581 5.529 -0.864
Se 2.494 3.813 -1.901
N 1.611 -3.533 2.042
C 0.348 -3.757 1.539
C -0.053 -2.562 1.026
N 0.931 -1.618 1.198
C 1.913 -2.231 1.812
C 3.104 -1.498 2.196
N 3.215 -0.224 1.902
C 4.413 0.195 2.434
C 5.025 -0.852 3.052
N 4.180 -1.931 2.893
H 2.195 -4.227 2.474
H -0.135 -4.718 1.593
H -0.989 -2.330 0.546
H 4.742 1.221 2.339
H 5.961 -0.923 3.578
H 4.343 -2.859 3.240
C -0.939 2.528 -1.329
As -0.424 0.865 -0.470
C -1.975 0.684 0.702
C -0.842 -0.386 -1.946
C -2.260 -0.360 -2.428
C -2.642 0.466 -3.484
C -3.960 0.510 -3.916
C -4.924 -0.278 -3.301
C -4.557 -1.111 -2.252
C -3.238 -1.148 -1.822
H -1.979 2.478 -1.650
H -0.296 2.727 -2.183
H -0.812 3.344 -0.619
H -2.908 0.737 0.145
H -1.919 1.509 1.411
H -1.927 -0.247 1.266
H -0.548 -1.382 -1.617
H -0.155 -0.093 -2.740
H -1.894 1.080 -3.974
H -4.235 1.160 -4.738
H -5.951 -0.248 -3.641
H -5.299 -1.732 -1.768
H -2.961 -1.803 -1.002
O 0.889 1.958 2.501
H 1.186 2.825 2.157
H 1.524 1.833 3.216
```

## Properties
⟨S²⟩: 2.0153
Kohn-Sham gap (alpha / beta): 0.2151 / 0.1988 Eh
multiplicity: 3
HOMO level (alpha / beta): -0.22492 / -0.23144 Eh

=====

Stability ranking, top entry: i; the second entry is 0.0094 hartree less favorable.

=====

i | Computed, not measured: the molecule C4H6IN3, with ωB97M-V/def2-TZVPD.

Geometry as XYZ:
```
14
C4H6IN3 | the OMol25 dataset | ωB97M-V/def2-TZVPD
C -1.041 0.273 -2.279
C -1.496 1.068 -1.039
I -2.919 -0.090 0.345
C -0.410 1.701 -0.319
N -0.089 2.233 0.737
C 1.177 2.551 0.786
N 1.874 2.277 -0.283
N 1.205 1.618 -1.157
H -1.834 -0.337 -2.737
H -0.179 -0.451 -1.930
H -0.693 0.993 -3.104
H -2.216 1.718 -1.432
H 1.560 3.039 1.611
H 1.501 1.411 -2.061
```

## Properties
Kohn-Sham gap: 0.3078 Eh
multiplicity: 1
HOMO level: -0.32421 Eh
SMILES: C[C@@H](I)c1ncn[nH]1

=====

ii | Computed, not measured: the molecule C4H6IN3, with ωB97M-V/def2-TZVPD.

Geometry as XYZ:
```
14
C4H6IN3 | the OMol25 dataset | ωB97M-V/def2-TZVPD
C 0.583 0.553 -1.550
N -0.155 0.334 -0.346
N -1.099 1.172 -0.006
C -1.651 0.655 1.101
C -1.046 -0.414 1.555
C -0.035 -0.644 0.592
N 1.007 -1.604 0.622
I 1.180 -2.971 -0.963
H 0.278 -0.082 -2.328
H 0.382 1.498 -2.003
H 1.748 0.664 -1.385
H -2.531 1.184 1.500
H -1.399 -0.940 2.495
H 1.017 -2.117 1.448
```

## Properties
Kohn-Sham gap: 0.2789 Eh
multiplicity: 1
HOMO level: -0.30105 Eh
SMILES: Cn1nccc1NI

=====

Stability ranking, top entry: ii; the second entry is 0.0225 hartree less favorable.

=====

i | Computed, not measured: the ion C4H11NO with charge +1, with ωB97M-V/def2-TZVPD.

Geometry as XYZ:
```
17
C4H11NO | the OMol25 dataset | ωB97M-V/def2-TZVPD
C -1.242 0.868 -0.590
O -0.837 1.957 -1.395
C -0.594 0.771 0.811
C 0.871 0.217 0.941
C 1.186 -0.910 -0.084
N 0.291 -2.006 0.036
H -2.266 1.087 -0.280
H -1.248 -0.006 -1.245
H 0.013 1.823 -1.795
H -0.592 1.694 1.381
H -1.260 0.027 1.261
H 1.473 1.081 0.684
H 1.065 -0.104 1.962
H 2.176 -1.359 -0.086
H 1.047 -0.351 -1.026
H -0.685 -1.873 -0.236
H 0.603 -2.914 -0.339
```

## Properties
⟨S²⟩: 0.7549
total charge: +1
Kohn-Sham gap (alpha / beta): 0.3947 / 0.1976 Eh
multiplicity: 2
HOMO level (alpha / beta): -0.52801 / -0.52703 Eh

=====

ii | Computed, not measured: a cluster of 2 separate species, C4H11NO in total, with ωB97M-V/def2-TZVPD.

Geometry as XYZ:
```
17
C4H11NO | the OMol25 dataset | ωB97M-V/def2-TZVPD
C 0.660 -1.512 0.051
C 1.215 -0.064 0.130
N 2.451 0.074 0.838
H 1.285 -2.024 -0.691
H -0.367 -1.519 -0.285
H 0.880 -2.083 0.946
H 0.552 0.631 0.642
H 1.330 0.173 -0.944
H 2.545 0.881 1.457
H 3.302 0.063 0.265
O -1.760 0.392 -2.132
C -1.539 0.928 -1.085
C -2.304 0.664 0.192
H -0.710 1.648 -0.956
H -2.001 -0.281 0.647
H -2.170 1.450 0.937
H -3.371 0.577 -0.011
```

## Properties
⟨S²⟩: 0.7547
total charge: +1
Kohn-Sham gap (alpha / beta): 0.3532 / 0.1538 Eh
multiplicity: 2
HOMO level (alpha / beta): -0.49513 / -0.49213 Eh

=====

iii | Computed, not measured: a structure of composition C4H11NO, with ωB97M-V/def2-TZVPD.

Geometry as XYZ:
```
17
C4H11NO | the OMol25 dataset | ωB97M-V/def2-TZVPD
C 0.959 2.006 -0.068
O -0.058 1.294 -0.665
C 1.007 1.858 1.445
H 0.861 3.042 -0.414
H 1.938 1.725 -0.502
H 1.800 2.434 1.916
H 1.151 0.819 1.743
H 0.079 2.254 1.859
C -1.354 -1.796 -0.457
C -1.406 -2.670 -1.451
N -0.182 -1.135 0.028
H -2.265 -1.431 0.001
H -2.352 -3.092 -1.749
H -0.508 -2.925 -2.001
H -0.187 -1.022 1.033
H 0.673 -1.478 -0.395
H -0.156 0.117 -0.324
```

## Properties
⟨S²⟩: 0.7544
total charge: +1
Kohn-Sham gap (alpha / beta): 0.4074 / 0.2244 Eh
multiplicity: 2
HOMO level (alpha / beta): -0.51897 / -0.51658 Eh

=====

Stability ranking, top entry: i; the second entry is 0.0050 hartree less favorable.